Here is a cluster of 4 separate species, C4H15O5 in total from OMol25. Energies are from ωB97M-V/def2-TZVPD.

Properties
- Energy: -537.63844 hartree
- Frontier orbital gap: 8.635 eV
- Net charge: -1
- E_LUMO: 3.6 eV

Geometry as XYZ:
```
24
Properties=species:S:1:pos:R:3:forces:R:3:lowdin_charge:R:1
O 1.4122 -2.7054 -0.9530 0.22 -0.02 0.30 -0.127
O 0.2167 -1.4037 1.0584 0.12 0.18 0.50 -0.353
O -1.7885 -0.2320 0.2227 -0.45 0.20 0.77 -0.167
O 0.3749 2.2827 1.3669 -0.04 0.00 0.41 -0.083
O -0.2703 -3.4570 2.5977 -0.28 0.20 0.16 -0.146
C 0.8869 2.4302 0.0472 -0.18 0.43 0.63 -0.290
C 0.6079 1.2552 -0.8515 -0.13 -0.24 0.17 -0.191
C -0.8208 1.2857 -1.4146 0.08 -0.69 -0.16 -0.189
C -1.6448 0.0115 -1.1486 0.71 0.12 1.00 -0.316
H -0.5329 1.9575 1.3584 -0.02 -0.24 -0.33 0.075
H 0.5097 3.3823 -0.3467 -0.12 -0.08 -0.39 0.106
H -2.6636 0.1897 -1.5007 0.03 -0.21 -0.54 0.097
H 0.4704 -3.2040 3.1567 0.00 -0.13 -0.02 -0.002
H 2.1087 -2.0445 -1.0009 0.06 -0.02 -0.22 0.001
H 0.7332 0.3390 -0.2673 0.05 0.05 0.01 0.086
H -1.1508 -0.8252 -1.6649 -0.28 -0.07 -0.04 0.114
H -0.3388 -2.6381 2.0183 0.42 -0.37 0.07 -0.019
H -0.7603 1.3872 -2.5047 -0.30 0.53 0.07 0.100
H 0.9978 -2.4336 -0.0894 -0.27 0.15 -0.27 -0.012
H 0.7108 -0.7178 1.5287 -0.13 -0.29 -0.02 -0.007
H 1.9419 2.5891 0.2075 0.55 -0.12 -0.06 0.101
H -1.0162 -0.7715 0.7244 0.13 0.35 -1.34 0.015
H 1.3807 1.2253 -1.6208 -0.13 0.05 -0.29 0.106
H -1.3649 2.0973 -0.9237 -0.07 0.24 -0.41 0.102
```
Positions in Å, forces in eV/Å.



Here is a structure of composition C4H16BInO4 from OMol25. Energies are from ωB97M-V/def2-TZVPD.

Properties
- Energy: -677.06079 hartree
- Frontier orbital gap: 4.822 eV
- Net charge: +2
- E_LUMO: -12.9 eV

Geometry as XYZ:
```
26
Properties=species:S:1:pos:R:3:forces:R:3:lowdin_charge:R:1
In 1.4273 -0.1992 1.2220 -3.22 -0.41 -0.78 1.579
O -0.3164 1.2718 0.9716 1.24 -0.34 0.21 -0.156
O 1.8668 1.9069 -0.5776 1.41 -0.22 1.06 -0.079
O 1.1350 -0.6819 -1.6591 0.64 -0.12 -0.08 -0.107
O -0.6826 -1.7310 0.0309 0.39 1.17 -0.23 -0.150
C 0.5882 2.4160 -0.8665 -1.44 -2.10 -1.00 -0.200
C -0.1342 -1.0233 -2.2437 -1.25 0.64 1.54 -0.170
C -0.1215 2.6107 0.4237 -0.79 1.67 0.62 -0.130
C -0.7123 -2.0985 -1.3636 0.11 -1.76 0.16 -0.173
B -0.4768 -1.4743 3.0550 -0.11 0.12 -0.88 -0.171
H 0.7144 -1.4484 3.3305 1.37 -0.41 1.10 0.018
H -1.7140 -2.4259 -1.6466 -0.12 0.53 -0.14 0.147
H -0.7723 -2.5951 2.8185 0.83 -0.61 -1.02 0.063
H 2.5527 2.1670 -1.2030 0.05 0.06 0.04 0.138
H -1.0751 -0.9425 3.9378 0.69 1.49 0.51 0.089
H -1.2741 -2.3152 0.5185 0.10 -0.09 0.08 0.097
H 0.1002 1.5323 -1.3016 -0.43 0.31 -0.14 0.099
H -0.1222 -3.0215 -1.3758 0.22 0.16 -0.65 0.141
H -0.7387 -0.1177 -2.1312 -0.26 -0.13 -0.13 0.118
H 0.3832 3.2763 1.1300 0.49 -0.45 0.03 0.150
H -1.1058 3.0797 0.3614 -0.09 -0.33 -0.61 0.158
H -0.7946 -0.8038 2.0885 -1.11 0.21 -0.51 -0.020
H 1.7872 -0.5175 -2.3495 0.13 -0.05 0.08 0.121
H -0.1975 -1.2802 -3.2992 0.81 -0.29 0.02 0.153
H 0.4822 3.1283 -1.6816 0.56 0.78 0.63 0.167
H -0.7990 1.2872 1.8107 -0.22 0.16 0.11 0.120
```
Positions in Å, forces in eV/Å.



Here is a structure of composition C4H16Cl2CrO4 from OMol25. Energies are from ωB97M-V/def2-TZVPD.

Properties
- Energy: -2427.60412 hartree
- Frontier orbital gap (spin up / spin down): 4.362 / 7.451 eV
- Spin multiplicity: 5
- E_LUMO (spin up / spin down): -4.0 / -1.6 eV

Geometry as XYZ:
```
27
Properties=species:S:1:pos:R:3:forces:R:3:lowdin_charge:R:1
Cr 0.5169 -0.0130 -0.3658 -0.17 -0.30 0.03 0.894
Cl 3.9796 -0.0998 -0.7683 -1.72 0.04 0.20 -0.533
Cl -2.9078 -0.2157 -0.0994 1.72 0.12 -0.11 -0.487
O 0.4456 1.4480 2.6161 -0.19 -0.20 -0.33 -0.139
O 0.1873 -1.6858 -3.1622 -0.86 0.06 0.60 -0.158
O 0.3883 2.9130 -2.0022 0.60 -1.91 -0.27 -0.128
O 0.5739 -2.7418 1.4847 -0.05 0.54 0.11 -0.159
C -0.0958 4.1483 -1.6363 -0.54 1.65 0.04 -0.180
C -0.2762 -3.2069 2.5447 -0.16 0.26 -0.38 -0.131
C -0.3226 -2.9690 -3.5810 0.83 -0.09 -0.61 -0.127
C -0.4615 2.1392 3.4643 0.08 0.53 1.29 -0.150
H -0.9015 -3.9904 2.1167 0.02 -0.32 0.54 0.082
H 0.1353 2.5850 4.2601 -0.03 0.54 -0.04 0.079
H 0.3362 -3.4950 3.3991 -0.18 -0.39 -0.02 0.081
H -1.0396 2.9236 2.9760 0.18 -0.19 -0.33 0.083
H 0.1043 4.3191 -0.5785 -0.21 -0.07 -0.09 0.087
H -1.1527 4.2411 -1.8865 -0.28 -0.01 0.49 0.085
H -0.7049 -2.9425 -4.6014 0.05 0.25 -0.12 0.077
H 0.7508 -1.3445 -3.8604 0.05 -0.11 -0.03 0.077
H 0.2002 2.8142 -2.9384 0.13 -0.28 -0.06 0.088
H 0.5378 -3.6380 -3.5656 -0.26 -0.44 0.05 0.078
H -1.1385 1.5205 4.0535 -0.17 -0.60 -0.64 0.079
H 0.3893 4.9362 -2.2124 0.30 0.22 0.11 0.081
H 1.2925 1.5671 3.0522 0.19 -0.29 -0.41 0.078
H 1.2527 -3.4147 1.3955 0.18 0.14 -0.24 0.076
H -1.1432 -3.3793 -2.9924 0.29 0.62 0.55 0.085
H -0.9465 -2.4188 2.8878 0.19 0.21 -0.31 0.080
```
Positions in Å, forces in eV/Å.



Q: Number 1 is which compound?
A: C4H15O5



Q: energy of number 2 (C4H16BInO4)?
A: -677.06079 hartree



Please write out number 2 again, unchanged.
Here is a structure of composition C4H16BInO4 from OMol25. Energies are from ωB97M-V/def2-TZVPD.

Properties
- Energy: -677.06079 hartree
- Frontier orbital gap: 4.822 eV
- Net charge: +2
- E_LUMO: -12.9 eV

Geometry as XYZ:
```
26
Properties=species:S:1:pos:R:3:forces:R:3:lowdin_charge:R:1
In 1.4273 -0.1992 1.2220 -3.22 -0.41 -0.78 1.579
O -0.3164 1.2718 0.9716 1.24 -0.34 0.21 -0.156
O 1.8668 1.9069 -0.5776 1.41 -0.22 1.06 -0.079
O 1.1350 -0.6819 -1.6591 0.64 -0.12 -0.08 -0.107
O -0.6826 -1.7310 0.0309 0.39 1.17 -0.23 -0.150
C 0.5882 2.4160 -0.8665 -1.44 -2.10 -1.00 -0.200
C -0.1342 -1.0233 -2.2437 -1.25 0.64 1.54 -0.170
C -0.1215 2.6107 0.4237 -0.79 1.67 0.62 -0.130
C -0.7123 -2.0985 -1.3636 0.11 -1.76 0.16 -0.173
B -0.4768 -1.4743 3.0550 -0.11 0.12 -0.88 -0.171
H 0.7144 -1.4484 3.3305 1.37 -0.41 1.10 0.018
H -1.7140 -2.4259 -1.6466 -0.12 0.53 -0.14 0.147
H -0.7723 -2.5951 2.8185 0.83 -0.61 -1.02 0.063
H 2.5527 2.1670 -1.2030 0.05 0.06 0.04 0.138
H -1.0751 -0.9425 3.9378 0.69 1.49 0.51 0.089
H -1.2741 -2.3152 0.5185 0.10 -0.09 0.08 0.097
H 0.1002 1.5323 -1.3016 -0.43 0.31 -0.14 0.099
H -0.1222 -3.0215 -1.3758 0.22 0.16 -0.65 0.141
H -0.7387 -0.1177 -2.1312 -0.26 -0.13 -0.13 0.118
H 0.3832 3.2763 1.1300 0.49 -0.45 0.03 0.150
H -1.1058 3.0797 0.3614 -0.09 -0.33 -0.61 0.158
H -0.7946 -0.8038 2.0885 -1.11 0.21 -0.51 -0.020
H 1.7872 -0.5175 -2.3495 0.13 -0.05 0.08 0.121
H -0.1975 -1.2802 -3.2992 0.81 -0.29 0.02 0.153
H 0.4822 3.1283 -1.6816 0.56 0.78 0.63 0.167
H -0.7990 1.2872 1.8107 -0.22 0.16 0.11 0.120
```
Positions in Å, forces in eV/Å.